C42H44AuN6P2SbSe2 as an isolated structure at a distorted geometry. Source: the Open Molecules 2025 dataset; level of theory: ωB97M-V/def2-TZVPD.

Calculated values
**Energy**: -7816.29707 Eh
**Lowest unoccupied orbital energy (spin up / spin down)**: -4.8814 / -8.0615 eV
**2S+1**: 3
**Total charge**: +2
**ΔE to the lowest compared entry with this formula, charge and spin**: 0.0 kcal/mol

Structure (XYZ):
```
98
Properties=species:S:1:pos:R:3:lowdin_spin:R:1
Au 17.253 13.931 11.877 0.429
Sb 17.319 15.301 14.252 0.108
Se 17.251 11.581 10.244 0.153
Se 11.290 10.871 12.050 0.814
P 15.504 10.954 11.436 0.013
P 11.801 12.246 10.438 0.057
N 17.312 16.288 10.790 0.005
N 14.359 14.705 11.908 0.012
N 19.422 14.036 11.480 0.062
N 13.203 14.334 11.436 0.015
N 15.179 13.716 11.924 0.089
N 19.510 15.815 9.887 -0.001
C 14.696 16.333 15.321 0.003
C 21.441 12.819 11.917 0.002
C 14.618 7.577 9.267 0.001
C 10.629 10.604 7.016 0.001
C 19.133 16.574 14.248 0.008
C 13.042 10.810 6.826 0.002
C 22.157 13.579 11.019 -0.002
C 13.822 8.886 11.615 0.009
C 13.278 12.994 11.057 0.038
C 9.293 15.314 11.115 0.000
C 20.114 13.008 12.066 0.000
C 15.168 8.864 9.535 0.005
C 9.154 15.898 9.841 0.000
C 16.952 14.320 17.258 0.004
C 17.483 9.488 14.767 0.000
C 10.718 11.240 8.241 0.004
C 16.010 10.553 13.170 0.000
C 18.490 16.745 10.362 0.000
C 11.950 11.535 8.815 0.003
C 16.829 10.109 15.788 0.000
C 17.973 19.023 10.855 0.000
C 18.763 18.133 10.211 0.001
C 21.461 14.525 10.289 0.004
C 11.821 10.361 6.336 0.000
C 10.153 14.202 11.296 0.001
C 20.074 14.790 10.564 0.005
C 13.288 7.611 11.276 0.001
C 14.580 12.529 11.330 0.033
C 10.747 13.636 10.175 0.004
C 9.911 15.428 8.777 0.000
C 19.415 17.503 15.505 0.004
C 16.432 17.240 11.256 0.000
C 14.735 9.463 10.751 0.006
C 13.156 11.315 8.143 -0.001
C 16.156 16.801 15.268 0.045
C 17.117 9.720 13.439 0.000
C 16.788 18.562 11.453 0.001
C 10.767 14.321 8.954 0.000
C 17.906 14.210 16.045 0.030
C 15.251 11.062 14.213 0.000
C 15.698 10.890 15.521 0.000
C 13.690 6.964 10.143 0.001
H 23.195 13.443 10.903 0.000
H 17.035 9.892 16.817 0.000
H 17.446 14.159 18.242 0.001
H 14.487 15.627 16.122 0.000
H 8.687 15.646 11.961 0.000
H 13.960 10.692 6.198 0.000
H 14.928 7.080 8.355 0.000
H 14.056 11.619 8.531 0.000
H 8.476 16.708 9.709 0.000
H 21.906 11.944 12.397 0.000
H 9.841 15.894 7.819 0.000
H 17.625 9.298 12.582 0.001
H 18.664 18.283 15.595 0.000
H 11.413 13.969 8.102 0.000
H 18.920 17.243 13.427 0.000
H 20.387 18.002 15.446 0.001
H 18.873 14.639 16.284 0.002
H 21.884 15.175 9.507 0.001
H 18.192 8.718 15.047 0.000
H 14.312 11.593 14.037 0.002
H 19.995 15.944 13.953 0.000
H 14.484 15.879 14.383 0.002
H 20.203 16.308 9.294 0.000
H 19.397 16.902 16.449 0.000
H 16.620 16.919 16.252 0.004
H 18.224 20.091 10.720 0.000
H 11.753 9.878 5.408 0.000
H 18.005 13.145 15.807 0.000
H 9.810 11.497 8.780 0.001
H 9.635 10.259 6.691 0.000
H 15.138 11.313 16.355 0.000
H 15.898 9.287 8.869 0.004
H 16.538 15.312 17.376 0.001
H 16.056 13.655 17.103 0.000
H 16.223 17.711 14.704 0.000
H 15.395 16.903 11.440 0.000
H 16.110 19.335 11.820 0.000
H 19.607 18.457 9.672 0.000
H 19.488 12.283 12.580 -0.001
H 14.050 17.228 15.409 0.000
H 12.497 7.252 11.975 0.000
H 10.258 13.780 12.290 -0.001
H 13.397 9.494 12.392 0.011
H 13.296 5.998 9.914 0.000
```

***

C42H44BN8O3S8W as an isolated structure at a distorted geometry. Source: the Open Molecules 2025 dataset; level of theory: ωB97M-V/def2-TZVPD.

Calculated values
**Energy**: -5568.04689 Eh
**Lowest unoccupied orbital energy**: -4.0825 eV
**Total charge**: +1
**ΔE to the lowest compared entry with this formula, charge and spin**: 0.0 kcal/mol

Structure (XYZ):
```
107
Properties=species:S:1:pos:R:3:mulliken_charge:R:1
W 0.184 -0.232 -0.468 1.318
S -8.189 -2.632 2.742 -0.174
S -5.456 -2.458 3.882 -0.048
S -6.272 -0.529 1.890 0.010
S 2.135 -3.663 2.355 -0.058
S -3.845 0.946 1.621 -0.322
S -2.653 -1.450 4.168 0.266
S -0.085 -2.251 0.960 -0.450
S -1.809 0.930 1.990 0.279
O 0.889 0.525 1.128 0.478
O -1.008 7.492 3.696 -0.471
O -1.187 7.596 1.498 -0.539
N 1.853 -1.220 -0.647 0.307
N -0.920 2.308 -2.108 0.287
N -0.057 -0.707 -2.604 0.134
N -2.588 0.417 -1.909 0.704
N -2.095 -0.486 -1.005 0.449
N 2.455 -2.038 0.271 -0.673
N -0.066 2.034 -1.082 0.578
N -0.658 0.192 -3.432 0.329
C -1.618 2.695 2.160 0.521
C 5.749 -6.928 0.228 -0.393
C -0.959 3.627 -2.350 1.015
C -0.103 4.236 -1.455 -1.970
C 4.406 0.772 0.439 -0.783
C -4.756 1.013 -3.011 -1.521
C -1.917 4.907 1.308 -0.795
C -4.221 -1.301 3.391 0.217
C 1.640 -2.591 1.088 0.365
C 2.201 0.693 1.399 1.412
C -3.043 -2.435 0.284 -1.314
C -2.072 3.544 1.157 -0.184
C 4.598 -4.753 1.539 0.473
C 1.080 -2.928 -2.816 -1.378
C 2.327 0.074 -0.924 1.941
C 4.917 1.050 1.698 -0.972
C 2.978 0.291 -2.273 -2.225
C 5.223 -5.872 -0.503 -0.676
C -4.262 -0.902 -1.356 -1.298
C -0.990 3.198 3.290 -1.216
C 4.072 1.134 2.799 -0.900
C 3.043 0.586 0.283 -0.613
C -0.542 -0.219 -4.702 0.863
C -3.117 -1.291 -0.664 0.120
C 3.977 -3.591 2.265 -0.617
C -1.296 5.429 2.440 0.871
C 2.703 0.965 2.660 -1.052
C -1.073 0.548 -5.862 -1.360
C -3.895 0.182 -2.124 0.697
C -2.626 -3.212 4.602 -1.153
C 0.143 -1.425 -4.701 -1.514
C 4.656 -4.788 0.146 0.023
C -4.621 -0.392 2.477 0.013
C 1.408 3.421 0.431 -0.791
C -0.820 4.569 3.423 -0.883
C -6.731 -1.925 2.831 0.045
C 0.421 -1.710 -3.371 0.665
C 5.126 -5.816 2.264 -0.568
C -1.160 6.926 2.491 0.523
C 5.702 -6.897 1.612 -0.601
C -1.795 4.266 -3.406 -1.533
C 0.435 3.216 -0.676 0.634
B -1.664 1.214 -2.856 -0.903
H -2.163 0.519 -5.882 0.223
H 6.115 -7.717 2.184 0.371
H 0.095 5.291 -1.358 0.620
H 2.155 -2.778 -2.698 0.188
H -2.667 -2.134 1.262 -0.029
H 2.274 0.163 -3.095 0.161
H -1.534 3.891 -4.395 0.247
H 4.488 1.336 3.778 0.478
H -4.610 2.075 -2.814 0.250
H 6.202 -7.769 -0.281 0.385
H 0.669 -3.194 -1.844 0.118
H 5.074 0.684 -0.410 0.518
H 5.981 1.198 1.823 0.448
H 2.379 2.985 0.200 0.198
H -5.800 0.769 -2.829 0.453
H -4.039 -2.855 0.411 0.459
H 4.249 -3.959 -0.415 0.390
H -0.288 4.942 4.290 0.298
H -1.631 5.341 -3.391 0.437
H -2.258 5.595 0.547 0.485
H 0.933 -3.761 -3.502 0.507
H -0.762 1.591 -5.814 0.244
H -0.645 2.520 4.060 0.563
H -2.942 -3.809 3.750 0.371
H 4.226 -2.631 1.817 0.107
H -2.537 3.139 0.266 0.181
H -1.063 6.859 4.419 0.314
H 1.050 2.983 1.360 -0.089
H -1.586 -3.433 4.834 0.382
H -3.243 -3.413 5.474 0.424
H 0.393 -2.026 -5.559 0.573
H 2.031 1.035 3.506 0.550
H 5.256 -5.896 -1.585 0.399
H -2.386 -3.217 -0.097 0.387
H 3.394 1.296 -2.331 0.480
H -5.241 -1.345 -1.288 0.666
H 1.543 4.491 0.579 0.466
H -4.542 0.828 -4.065 0.244
H 5.087 -5.795 3.347 0.351
H 4.273 -3.597 3.313 0.539
H 3.787 -0.431 -2.398 0.467
H -0.704 0.112 -6.787 0.440
H -2.304 1.684 -3.735 -0.093
H -2.857 4.079 -3.246 0.237
```

***

Question: Among the records above, which one has the highest total charge?
Answer: C42H44AuN6P2SbSe2